(1)
The following is a DFT calculation (wB97M-V/def2-TZVPD) of C35H50N4P2ReS as an isolated structure.

Each line ends with the Löwdin spin population.
Atoms and positions in Å:
Re (0.12279, -0.24077, -0.39366)  2.3222
C (-3.65904, -3.65799, -0.47419)  0.0032
C (-2.93873, -2.35498, -0.83522)  0.0132
C (-3.92630, -1.19370, -0.96217)  0.0007
P (-1.51140, -1.96653, 0.26331)  0.0398
C (-0.71321, -3.57300, 0.66017)  -0.0030
C (-0.07642, -4.15226, -0.60376)  0.0028
C (0.25545, -3.48081, 1.83769)  0.0007
C (-1.99850, -1.17442, 1.80527)  0.0239
C (-3.22700, -1.33217, 2.44161)  -0.0001
C (-3.52988, -0.58493, 3.56714)  0.0168
C (-2.60875, 0.34153, 4.03848)  0.0010
C (-1.37881, 0.50182, 3.42049)  0.0154
C (-1.04864, -0.27389, 2.31281)  0.0162
N (0.18398, -0.11666, 1.60435)  0.1351
C (1.37461, 0.07615, 2.36171)  0.0058
C (1.44937, -0.26839, 3.71153)  0.0204
C (2.61946, -0.06914, 4.42395)  -0.0025
C (3.74690, 0.45637, 3.80787)  0.0233
C (3.70376, 0.73412, 2.45371)  -0.0008
C (2.53029, 0.55326, 1.71960)  0.0236
P (2.51768, 0.48278, -0.08130)  0.0511
C (3.72328, -0.88617, -0.41718)  -0.0005
C (3.38731, -2.14892, 0.36767)  0.0022
C (3.90523, -1.20363, -1.90047)  0.0000
C (3.30298, 1.92571, -0.93529)  0.0168
C (2.41752, 3.15550, -1.07114)  0.0042
C (4.65824, 2.33343, -0.35158)  0.0038
H (-4.47226, -3.81016, -1.18434)  0.0010
H (-3.01148, -4.53093, -0.53387)  0.0000
H (-4.10149, -3.62624, 0.52228)  0.0001
H (-2.45215, -2.48923, -1.80812)  -0.0004
H (-4.38586, -0.93848, -0.00783)  0.0001
H (-3.46430, -0.29682, -1.36811)  0.0004
H (-4.72468, -1.48766, -1.64357)  0.0001
H (-1.54434, -4.21607, 0.96080)  -0.0014
H (0.73199, -3.51797, -0.97201)  0.0019
H (0.34902, -5.13290, -0.38871)  0.0003
H (-0.79515, -4.27271, -1.41635)  0.0000
H (1.04488, -2.74849, 1.67319)  0.0007
H (-0.26089, -3.21931, 2.76093)  0.0001
H (0.72940, -4.45251, 1.98288)  -0.0001
H (-3.95374, -2.03403, 2.05502)  -0.0002
H (-4.48167, -0.71130, 4.06386)  0.0009
H (-2.85122, 0.95446, 4.89644)  -0.0002
H (-0.67988, 1.23470, 3.80242)  0.0002
H (0.59763, -0.70709, 4.21193)  0.0008
H (2.65104, -0.34172, 5.47063)  -0.0007
H (4.65861, 0.61213, 4.36738)  0.0012
H (4.60541, 1.06564, 1.95931)  -0.0004
H (4.66220, -0.47724, -0.03178)  -0.0006
H (2.50620, -2.63848, -0.05092)  0.0013
H (4.21343, -2.85601, 0.28468)  0.0002
H (3.21447, -1.96175, 1.42754)  0.0001
H (2.99097, -1.60960, -2.33423)  -0.0001
H (4.21458, -0.34415, -2.49400)  0.0000
H (4.68457, -1.96005, -2.00308)  0.0000
H (3.47306, 1.50973, -1.93301)  0.0001
H (2.29803, 3.65918, -0.11443)  0.0001
H (2.88576, 3.86012, -1.75980)  0.0000
H (1.42246, 2.91892, -1.44995)  0.0031
H (4.54208, 2.77221, 0.63868)  0.0000
H (5.37589, 1.51501, -0.29854)  0.0001
H (5.09323, 3.09832, -0.99600)  0.0012
C (0.43283, -1.47103, -5.65457)  0.0019
N (0.43972, -0.09056, -5.16721)  0.0160
C (0.34317, 0.27441, -3.89798)  0.0386
S (0.18979, -0.97081, -2.69589)  0.1104
N (0.36687, 1.56089, -3.57125)  0.0168
C (0.52954, 2.65174, -4.52249)  0.0014
H (0.56304, -1.43946, -6.73199)  -0.0001
H (-0.51396, -1.95469, -5.42304)  0.0006
H (1.25034, -2.03637, -5.21202)  0.0003
H (0.52366, 0.63730, -5.85996)  0.0006
H (0.28014, 1.78369, -2.59037)  0.0096
H (-0.29003, 2.67066, -5.24298)  0.0005
H (1.48468, 2.57592, -5.04566)  0.0006
H (0.52039, 3.58760, -3.97044)  0.0002
C (-1.43105, 1.19136, -0.53483)  0.0225
C (-1.00432, 2.61266, -0.37086)  0.0195
C (-1.24263, 3.52296, -1.40433)  -0.0045
C (-0.91008, 4.86012, -1.27165)  0.0028
C (-0.34975, 5.31230, -0.07920)  -0.0055
C (-0.14295, 4.42523, 0.97472)  0.0025
C (-0.45211, 3.08629, 0.82066)  -0.0027
C (0.01809, 6.69554, 0.06280)  -0.0005
N (0.32794, 7.79686, 0.16111)  -0.0030
H (-1.94691, 1.05947, -1.48709)  0.0125
H (-2.11765, 0.90081, 0.26527)  0.0132
H (-1.74754, 3.18958, -2.30681)  0.0000
H (-1.10611, 5.56208, -2.07096)  0.0003
H (0.27185, 4.78965, 1.90536)  0.0003
H (-0.28023, 2.40449, 1.64237)  -0.0002

⟨S²⟩ = 3.785
Charge = +2
LUMO level (alpha / beta) = -6.61 / -7.01 eV
Spin multiplicity = 4

(2)
The following is a DFT calculation (wB97M-V/def2-TZVPD) of a 2-piece molecular cluster, C2H2O3S overall at a distorted geometry.

Each line ends with the Mulliken charge.
Atoms and positions in Å:
C (-0.90708, -0.04658, -0.26652)  -0.0324
C (-0.37088, -1.44729, 0.00170)  -0.1949
O (-0.03146, 2.65045, 1.07568)  -0.3931
O (1.66925, 1.37225, 0.00145)  -0.4219
O (-0.44685, -0.76361, -1.22973)  -0.1259
S (0.45004, 2.11359, -0.14928)  0.7319
H (0.67346, -1.50266, 0.32335)  0.2172
H (-1.03649, -2.37617, 0.24334)  0.2191

LUMO level = -1.09 eV

(3)
The following is a DFT calculation (wB97M-V/def2-TZVPD) of C49H48AsF6O19Sn as an isolated structure at a distorted geometry.

Each line ends with the Mulliken charge.
Atoms and positions in Å:
Sn (-11.19167, 30.95463, 2.33719)  0.4988
C (-10.67530, 29.57141, -1.06994)  0.1296
O (-11.47307, 28.93490, -0.38926)  -0.8413
O (-10.45949, 30.71367, -0.72089)  -0.2918
O (-10.30517, 29.02729, -2.12585)  -0.8686
As (-10.90093, 32.02715, 6.96235)  2.0259
F (-10.83449, 30.51641, 7.96617)  -0.4905
F (-10.95785, 31.12622, 5.37091)  -0.4971
F (-11.05067, 33.54727, 6.04423)  -0.5673
F (-10.93574, 32.94400, 8.47738)  -0.4910
F (-9.10704, 32.17980, 6.95953)  -0.4778
F (-12.67563, 31.85022, 6.84156)  -0.6138
C (-7.75709, 34.42708, 5.11280)  -0.5305
C (-6.46662, 34.96029, 5.17756)  -0.9694
C (-5.54670, 34.61290, 4.17597)  0.6658
C (-5.97926, 33.88068, 3.03963)  -0.9453
C (-7.25852, 33.32582, 2.99384)  0.2061
C (-8.14046, 33.60315, 4.01908)  -0.5943
O (-9.38412, 33.03382, 4.04475)  0.9015
O (-4.25610, 35.02035, 4.27608)  -0.6056
H (-8.49295, 34.57511, 5.88933)  0.4942
H (-6.17369, 35.61928, 5.98150)  0.4275
H (-5.30027, 33.54343, 2.27045)  0.1035
H (-7.45704, 32.61153, 2.20848)  1.1066
H (-9.89299, 33.51161, 4.70382)  -0.1618
H (-3.65646, 34.76288, 3.57198)  0.3102
C (-5.02502, 29.22042, 1.56075)  -0.6606
C (-5.98151, 29.82095, 2.37375)  -0.4426
C (-7.36246, 29.56560, 2.12990)  -0.2468
C (-7.65831, 28.71337, 1.05497)  -0.4790
C (-6.65445, 28.05808, 0.36237)  -0.3407
C (-5.38747, 28.28688, 0.60747)  0.4723
O (-4.42612, 27.63690, -0.16449)  -0.6181
O (-8.24217, 30.17570, 2.85819)  0.1128
H (-4.05069, 29.54293, 1.89701)  0.4880
H (-5.61523, 30.37498, 3.22539)  0.4376
H (-8.69803, 28.46283, 0.90462)  0.4289
H (-6.96473, 27.34085, -0.38309)  0.4187
H (-4.81946, 26.77788, -0.33469)  0.3172
H (-7.87579, 30.35352, 3.72752)  0.1701
C (-12.81384, 27.06808, 3.58714)  -0.5714
C (-13.33881, 25.94009, 3.00807)  -0.4234
C (-12.48473, 25.04790, 2.32607)  0.4700
C (-11.14646, 25.36561, 2.13818)  -0.5923
C (-10.63692, 26.57441, 2.56173)  -0.5025
C (-11.45370, 27.36069, 3.35678)  0.4223
O (-10.90920, 28.25934, 4.16004)  -0.4405
O (-12.89353, 23.79835, 2.02269)  -0.5769
H (-13.33083, 27.74426, 4.25190)  0.4738
H (-14.36569, 25.65429, 3.18191)  0.3334
H (-10.50468, 24.63399, 1.66992)  0.4303
H (-9.59283, 26.82659, 2.44916)  0.4639
H (-11.05661, 27.94628, 5.05550)  0.3300
H (-13.80919, 23.82468, 1.73552)  0.3165
C (-11.81337, 36.98878, 0.10001)  -0.9085
C (-11.02309, 35.83514, 0.21343)  -0.3055
C (-11.15357, 35.00051, 1.35681)  -0.1889
C (-12.02811, 35.38053, 2.38502)  -0.3813
C (-12.71020, 36.60785, 2.36074)  -0.7179
C (-12.68777, 37.30007, 1.11121)  0.9867
O (-13.45903, 38.43180, 1.05274)  -0.6077
O (-10.42526, 33.82410, 1.41895)  0.7003
H (-11.77526, 37.51833, -0.84047)  0.4423
H (-10.37202, 35.54415, -0.59764)  0.4648
H (-12.11274, 34.78259, 3.28039)  0.4361
H (-13.30802, 36.92144, 3.20377)  0.2994
H (-13.77770, 38.53045, 1.95292)  0.2818
H (-9.79155, 33.79966, 0.69824)  -0.6131
C (-5.89037, 31.55035, -0.89284)  -0.5675
C (-7.23803, 31.71956, -1.06052)  -0.3789
C (-7.78208, 32.95265, -0.93254)  0.1552
C (-6.98568, 34.10763, -0.63711)  -0.5926
C (-5.60529, 33.85629, -0.39744)  -0.4344
C (-5.06105, 32.61412, -0.46358)  0.4879
O (-3.71404, 32.47411, -0.13375)  -0.6354
O (-9.19871, 33.06153, -1.05491)  -0.4153
H (-5.48526, 30.57602, -1.12302)  0.5301
H (-7.83090, 30.82832, -1.20402)  0.5937
H (-7.51423, 35.04944, -0.64112)  0.4121
H (-4.98112, 34.69405, -0.12363)  0.3003
H (-3.45935, 31.55346, -0.22923)  0.3008
H (-9.67954, 32.24363, -0.90846)  0.4043
C (-14.48260, 34.96323, -1.48044)  -0.6990
C (-14.19688, 33.95165, -0.61439)  -0.4053
C (-13.07918, 33.14152, -1.00964)  0.4530
C (-12.38654, 33.27838, -2.20072)  -0.6696
C (-12.75359, 34.27935, -3.08385)  -0.7659
C (-13.78106, 35.12902, -2.67064)  0.2790
O (-14.10309, 36.22673, -3.44081)  -0.6194
O (-12.53980, 32.22480, -0.20251)  0.8322
H (-15.23270, 35.68840, -1.20134)  0.3645
H (-14.58306, 33.90585, 0.39316)  0.5474
H (-11.53549, 32.64059, -2.38874)  0.5599
H (-12.14313, 34.52236, -3.94098)  0.4488
H (-14.05224, 36.99062, -2.86159)  0.3347
H (-11.91227, 31.65817, -0.65720)  -0.3335
C (-16.15350, 34.72143, 5.01692)  -1.0213
C (-14.99548, 33.94664, 5.16920)  -0.3266
C (-14.62410, 33.03152, 4.17320)  -0.6525
C (-15.35276, 33.00257, 2.94108)  0.2208
C (-16.44205, 33.90126, 2.78022)  -0.5469
C (-16.78843, 34.80830, 3.76457)  0.4218
O (-17.70143, 35.71952, 3.44750)  -0.5865
O (-13.57917, 32.15773, 4.33636)  0.3384
H (-16.51198, 35.41730, 5.76100)  0.3413
H (-14.40071, 34.10014, 6.05751)  0.4995
H (-15.02156, 32.32051, 2.17199)  0.7988
H (-16.99391, 33.96178, 1.85385)  0.2735
H (-18.44563, 35.35932, 2.95963)  0.3368
H (-13.58757, 31.94248, 5.27188)  0.1527
C (-17.12473, 30.74677, 0.58671)  -0.9009
C (-15.74787, 30.45650, 0.53692)  -0.0750
C (-15.09361, 29.61644, 1.38509)  -0.1777
C (-15.82501, 29.10756, 2.41368)  0.0478
C (-17.16130, 29.51354, 2.62311)  -0.9640
C (-17.78232, 30.33487, 1.70472)  0.8163
O (-19.08222, 30.64913, 1.96102)  -0.5760
O (-13.72870, 29.39242, 1.32331)  0.2955
H (-17.55006, 31.44875, -0.11521)  0.3540
H (-15.13862, 30.95736, -0.20089)  0.3004
H (-15.46962, 28.39944, 3.14761)  0.2323
H (-17.74126, 29.06335, 3.41519)  0.4814
H (-19.49180, 30.77983, 1.10267)  0.3073
H (-13.32824, 28.96090, 0.56500)  0.1180

Charge = -1
LUMO level = 0.39 eV

Number 1: DFT total energy -2741.42212 a.u., molar mass 807.035 g/mol. Number 2: DFT total energy -701.16494 a.u., molar mass 106.102 g/mol. Number 3: DFT total energy -6374.92196 a.u., molar mass 1248.525 g/mol.